20
Properties=species:S:1:pos:R:3:forces:R:3 method="wB97M-V/def2-TZVPD" orbital_gap_ev=8.797 total_energy_ha=-646.2018 smiles="CC1=C(I)C(C)(C)CO1" mol_weight_da=238.068 e_above_lowest_kcal_mol=10.8
C -1.0897 -2.8226 0.0150 1.5 1.2 -0.3
C -0.3647 -1.4905 -0.1602 0.3 -1.6 1.3
C -0.8488 -0.2805 -0.0680 -0.7 2.4 -0.3
I -2.9151 0.2797 -0.0682 1.1 -0.4 0.0
C 0.2785 0.7899 -0.0548 -0.3 0.0 2.7
C 0.2174 1.6406 -1.3307 -0.1 1.0 0.6
C 0.3036 1.6840 1.2838 -0.4 0.2 -1.9
C 1.4652 -0.1339 0.1442 2.0 -1.0 -2.3
O 1.0147 -1.5133 -0.0715 -0.2 0.1 -0.1
H -1.8068 -2.9499 -0.7533 -1.1 0.0 -0.5
H -1.5196 -2.8454 1.0062 -0.2 -0.1 0.1
H -0.3866 -3.6228 -0.1143 0.5 -0.4 0.2
H 0.6121 2.7554 -1.1903 -0.3 -2.6 -0.6
H -0.8700 1.7377 -1.4973 0.5 0.2 -0.4
H 0.6503 0.9987 -2.1343 -0.1 1.1 0.2
H -0.7153 2.1011 1.3298 0.4 0.0 0.8
H 0.9704 2.5082 0.9851 -0.1 -0.1 0.5
H 0.7256 1.2023 2.2037 -0.9 0.2 -0.9
H 2.2889 0.0563 -0.6318 -1.1 -0.3 0.9
H 1.9899 -0.0952 1.1070 -0.6 0.0 -0.1